# 1
# C17H19BrN6O2S2

An isolated molecule of C17H19BrN6O2S2 (ωB97M-V/def2-TZVPD, OMol25).

Its SMILES is C[C@H](NC(=O)c1ccccc1Br)c1nnc(SCC(=O)NC2=NCCS2)n1C. The electronic energy is -122686.9981 eV. The largest force on an atom comes out at 1.15 eV Å⁻¹. As for the spin multiplicity: 1. Its HOMO-LUMO gap is 8.871 eV. The highest occupied orbital energy is -8.3619 eV.

Cartesian coordinates (Å):
C (0.121, 2.468, -0.062)
C (-0.480, 1.167, -0.573)
N (-1.882, 1.067, -0.193)
C (-2.819, 0.542, -1.008)
O (-2.615, 0.247, -2.169)
C (-4.157, 0.360, -0.353)
C (-5.245, 1.122, -0.757)
C (-6.488, 0.931, -0.180)
C (-6.658, -0.037, 0.796)
C (-5.589, -0.821, 1.195)
C (-4.348, -0.616, 0.618)
Br (-2.884, -1.728, 1.154)
C (0.243, -0.007, 0.001)
N (0.734, -0.059, 1.214)
N (1.270, -1.265, 1.399)
C (1.090, -1.944, 0.300)
S (1.669, -3.571, 0.018)
C (3.100, -3.173, -1.089)
C (3.456, -1.718, -0.904)
O (3.179, -0.872, -1.726)
N (4.070, -1.434, 0.274)
C (4.259, -0.149, 0.728)
N (4.802, 0.094, 1.836)
C (4.897, 1.486, 2.151)
C (4.164, 2.337, 1.089)
S (3.714, 1.200, -0.271)
N (0.422, -1.199, -0.628)
C (0.077, -1.583, -1.967)
H (1.141, 2.560, -0.425)
H (0.138, 2.461, 1.025)
H (-0.462, 3.315, -0.416)
H (-0.449, 1.126, -1.667)
H (-2.083, 1.210, 0.786)
H (-5.102, 1.864, -1.528)
H (-7.326, 1.533, -0.496)
H (-7.627, -0.192, 1.246)
H (-5.715, -1.587, 1.944)
H (2.810, -3.360, -2.122)
H (3.908, -3.841, -0.794)
H (4.241, -2.159, 0.959)
H (5.960, 1.747, 2.205)
H (4.462, 1.639, 3.141)
H (3.242, 2.765, 1.479)
H (4.789, 3.129, 0.685)
H (-0.861, -1.113, -2.261)
H (-0.035, -2.667, -2.001)
H (0.870, -1.274, -2.652)

Atomic partial charges in e from the Mulliken method, atoms 1 to 2:
1 C -1.51
2 C -0.03

# 2
# C17H19Cl3F3GeN3O3Pt

C17H19Cl3F3GeN3O3Pt as an isolated structure (ωB97M-V/def2-TZVPD, OMol25).

The electronic energy is -134005.9231 eV. Its net charge is +3. The largest force on an atom comes out at 0.63 eV Å⁻¹. As for the spin multiplicity: 2. Its HOMO-LUMO gap (spin up / spin down) is 5.408 / 5.408 eV. The highest occupied orbital energy (spin up / spin down) is -16.4504 / -16.4504 eV. Its energy above the lowest of the compared OMol25 structures with the same formula, charge and spin is 58.53 kcal/mol.

Cartesian coordinates (Å):
Pt (2.891, 4.371, 0.214)
C (-0.820, -1.298, 3.749)
C (-1.499, -0.109, 3.091)
N (-0.580, 0.622, 2.175)
C (0.015, 1.705, 2.646)
C (0.910, 2.474, 1.919)
C (1.462, 3.645, 2.667)
O (1.103, 3.916, 3.769)
O (2.426, 4.370, 2.071)
C (1.187, 2.089, 0.610)
O (2.001, 2.714, -0.221)
C (0.566, 0.927, 0.079)
C (0.791, 0.474, -1.235)
C (0.170, -0.633, -1.703)
F (0.414, -0.982, -2.975)
C (-0.737, -1.424, -0.921)
C (-0.941, -0.968, 0.385)
C (-0.324, 0.181, 0.882)
N (-1.361, -2.535, -1.427)
C (-2.479, -3.184, -0.757)
C (-2.194, -4.662, -0.519)
N (-1.665, -5.301, -1.796)
C (-1.818, -4.399, -2.988)
C (-1.063, -3.098, -2.759)
H (-1.532, -1.799, 4.403)
H (0.021, -0.972, 4.360)
H (-0.451, -2.021, 3.020)
H (-1.819, 0.612, 3.838)
H (-2.385, -0.382, 2.521)
H (-0.216, 2.007, 3.660)
H (1.450, 1.009, -1.905)
H (-1.581, -1.518, 1.049)
H (-3.393, -3.063, -1.343)
H (-2.693, -2.738, 0.206)
H (-3.101, -5.189, -0.230)
H (-1.440, -4.811, 0.250)
H (-2.144, -6.188, -1.966)
H (-0.677, -5.536, -1.683)
H (-2.884, -4.259, -3.149)
H (-1.409, -4.911, -3.857)
H (-1.346, -2.425, -3.567)
H (0.006, -3.289, -2.851)
Cl (5.384, 7.835, -2.775)
Ge (6.075, 6.183, -1.687)
Cl (7.485, 4.989, -2.669)
Cl (4.076, 4.667, -1.798)
F (0.186, 4.953, 0.253)
C (1.244, 5.609, -0.134)
F (1.200, 5.872, -1.405)
H (1.488, 6.469, 0.502)

Atomic partial charges in e from the Mulliken method, atoms 1 to 2:
1 Pt 1.71
2 C -0.99

# 3
# C17H19ClN2O3

An isolated molecule of C17H19ClN2O3 (ωB97M-V/def2-TZVPD, OMol25).

Its SMILES is CCOC(=O)CNC(=O)[C@H]1CCCc2c1[nH]c1ccc(Cl)cc21. The electronic energy is -39584.3952 eV. The largest force on an atom comes out at 0.61 eV Å⁻¹. As for the spin multiplicity: 1. Its HOMO-LUMO gap is 8.380 eV. The highest occupied orbital energy is -7.8109 eV. Its energy above the lowest of the compared OMol25 structures with the same formula, charge and spin is 3.59 kcal/mol.

Cartesian coordinates (Å):
C (-5.487, -3.090, 0.169)
C (-5.997, -1.658, 0.211)
O (-5.052, -0.789, 0.847)
C (-4.069, -0.304, 0.099)
O (-3.929, -0.499, -1.080)
C (-3.137, 0.575, 0.921)
N (-2.053, 1.061, 0.109)
C (-0.777, 0.644, 0.323)
O (-0.457, 0.002, 1.298)
C (0.202, 1.105, -0.763)
C (0.396, 2.632, -0.717)
C (1.303, 3.030, 0.448)
C (2.727, 2.520, 0.222)
C (2.668, 1.071, -0.130)
C (1.529, 0.456, -0.568)
N (1.773, -0.873, -0.801)
C (3.076, -1.141, -0.498)
C (3.793, -2.328, -0.561)
C (5.124, -2.299, -0.205)
C (5.722, -1.103, 0.201)
Cl (7.403, -1.133, 0.632)
C (5.032, 0.086, 0.270)
C (3.684, 0.073, -0.083)
H (-4.591, -3.149, -0.444)
H (-6.249, -3.735, -0.259)
H (-5.252, -3.435, 1.173)
H (-6.903, -1.578, 0.814)
H (-6.188, -1.291, -0.803)
H (-2.703, -0.010, 1.737)
H (-3.714, 1.401, 1.351)
H (-2.308, 1.413, -0.802)
H (-0.226, 0.815, -1.732)
H (0.854, 2.955, -1.654)
H (-0.572, 3.127, -0.623)
H (0.908, 2.596, 1.369)
H (1.308, 4.116, 0.555)
H (3.202, 3.083, -0.588)
H (3.329, 2.664, 1.121)
H (1.074, -1.557, -1.036)
H (3.324, -3.249, -0.874)
H (5.717, -3.200, -0.237)
H (5.518, 0.994, 0.588)

Atomic partial charges in e from the Mulliken method, atoms 1 to 2:
1 C -1.08
2 C -0.24